<P>
C4H12N2O as an isolated structure, computed with ωB97M-V/def2-TZVPD.

The geometry in ORCA input format:
```
! wB97M-V def2-TZVPD RIJCOSX def2/J DEFGRID3
* xyz 0 1
C 1.22391 -1.69490 0.47830
O 2.04193 -1.52959 -0.68322
H 2.74198 -2.19129 -0.68771
H 0.69016 -2.65137 0.43888
H 1.83686 -1.73438 1.38687
H 0.74577 -0.36586 0.52069
C -1.08348 -0.48222 -1.26255
C -1.01712 0.68273 -0.37514
N -2.13196 1.02686 0.35001
N 0.33035 2.13632 1.02564
C 0.24985 1.03283 0.10580
H -2.05194 1.89211 0.86873
H -3.02562 0.71965 0.00236
H 1.14226 2.71488 0.85924
H 0.33334 1.82458 1.98758
H 1.03035 1.04186 -0.65143
H -2.01105 -0.55255 -1.83211
H -0.79217 -1.34480 -0.56587
H -0.25342 -0.52486 -1.96608
*
```

For the lowest unoccupied orbital energy, the calculation gives 1.0 eV. The calculation puts the HOMO-LUMO gap at 7.95 eV.

***

<Q>
One molecule with the formula C4H12N2O, computed with ωB97M-V/def2-TZVPD.

The geometry in ORCA input format:
```
! wB97M-V def2-TZVPD RIJCOSX def2/J DEFGRID3
* xyz 0 1
C -0.91205 -0.05050 0.31926
N -0.31672 -0.61755 -0.83909
C -0.88104 -1.93439 -1.20426
O -0.49401 -2.92479 -0.17854
C -0.30192 1.33534 0.78379
N 1.16438 1.41375 0.45030
C 1.79292 2.64177 0.66746
H -1.97373 0.11777 -0.00796
H -0.81183 -0.64598 1.30363
H 0.20606 -0.02648 -1.51138
H -0.26516 -2.08167 -2.09412
H -2.02461 -2.04790 -1.37097
H -1.12534 -2.57513 0.51706
H -0.37167 1.39438 1.78441
H -0.87423 2.12240 0.37235
H 1.14564 0.72010 -0.34890
H 2.20694 2.79421 1.73895
H 2.65945 2.73008 0.04982
H 1.05952 3.36982 0.31945
*
```

For the lowest unoccupied orbital energy, the calculation gives 1.0 eV. The calculation puts the HOMO-LUMO gap at 9.33 eV.

***

<R>
One molecule with the formula C4H12N2O, computed with ωB97M-V/def2-TZVPD.

The geometry in ORCA input format:
```
! wB97M-V def2-TZVPD RIJCOSX def2/J DEFGRID3
* xyz 0 1
C 0.01294 0.34982 -0.34727
N -1.07780 0.49101 0.68858
C -2.46583 0.86614 0.19491
O -2.99813 1.90419 1.03426
C 1.07501 -0.75931 -0.02170
C 1.91726 -1.21841 -1.30718
N 1.99948 -0.39652 1.07879
H -0.30632 0.14176 -1.40354
H 0.64604 1.22864 -0.48707
H -0.82261 1.21214 1.38567
H -2.45539 1.12873 -0.87943
H -3.07631 -0.08996 0.29787
H -3.83008 1.52574 1.40976
H 0.61042 -1.71942 0.30438
H 1.21414 -1.76928 -2.02283
H 2.40509 -0.46251 -1.91058
H 2.69663 -1.83395 -0.91113
H 1.99722 -1.06819 1.91990
H 2.45825 0.46938 0.97659
*
```

For the lowest unoccupied orbital energy, the calculation gives 1.0 eV. The calculation puts the HOMO-LUMO gap at 9.44 eV.

***

<S>
A 2-piece molecular cluster, C4H12N2O overall, computed with ωB97M-V/def2-TZVPD.

The geometry in ORCA input format:
```
! wB97M-V def2-TZVPD RIJCOSX def2/J DEFGRID3
* xyz 0 1
C 0.10132 2.61586 0.35043
C -0.83214 1.65879 1.09327
C -1.36485 0.55703 0.16509
N -0.72105 -0.72273 0.49095
C -0.86570 -1.72866 -0.47001
N 0.08526 -2.22964 -1.10585
H 1.05349 2.16891 0.06815
H -0.43197 2.95026 -0.54198
H 0.35911 3.48416 0.96213
H -1.68653 2.18873 1.51735
H -0.30725 1.23064 1.95247
H -2.45298 0.48236 0.27631
H -1.24589 0.85808 -0.87643
H 0.22661 -0.56137 0.80340
H -1.90976 -2.04531 -0.58169
H -0.02129 -2.97464 -1.77416
H 2.76229 -1.18990 -1.05380
H 2.13012 -0.55158 0.06327
O 2.96376 -0.50604 -0.41975
*
```

For the lowest unoccupied orbital energy, the calculation gives 1.1 eV. The calculation puts the HOMO-LUMO gap at 10.62 eV.

***

Question: which arrangement is favored energetically? Ranking from most to least stable: <S>, <R>, <Q>, <P>.

***

<P>
One molecule with the formula C4H12N2O, computed with ωB97M-V/def2-TZVPD.

The geometry in ORCA input format:
```
! wB97M-V def2-TZVPD RIJCOSX def2/J DEFGRID3
* xyz 0 1
N 0.57904 -1.64962 0.76852
C 0.45576 -0.30281 0.24214
C -0.55157 0.55228 1.01724
C -0.31586 2.04968 0.84026
O -1.84970 0.29563 0.60726
C 0.19239 -0.33589 -1.27700
N 1.37922 -0.51161 -2.04421
H 1.28629 -1.77726 1.48610
H 0.93724 -2.24300 0.02304
H 1.40312 0.25825 0.31488
H -0.46786 0.36163 2.09177
H -1.30115 2.49768 0.95703
H 0.41604 2.50038 1.49847
H -0.03588 2.27004 -0.18376
H -1.89559 -0.65429 0.47092
H -0.35480 0.55767 -1.51440
H -0.48542 -1.14884 -1.47245
H 2.18468 0.08213 -2.04421
H 1.49003 -1.21385 -2.74231
*
```

For the lowest unoccupied orbital energy, the calculation gives 1.0 eV. The calculation puts the HOMO-LUMO gap at 9.89 eV.

***

<Q>
One molecule with the formula C4H12N2O, computed with ωB97M-V/def2-TZVPD.

The geometry in ORCA input format:
```
! wB97M-V def2-TZVPD RIJCOSX def2/J DEFGRID3
* xyz 0 1
C 0.23777 0.76925 -0.87241
C -0.66090 -0.45887 -0.09235
C 0.85950 1.78050 0.08160
C -0.90883 -1.56639 -1.10302
N -0.09488 -1.01735 1.11378
N -0.31402 -0.12991 2.25252
O 1.17068 0.25419 -1.79379
H 1.92218 -0.10331 -1.30646
H 0.82397 -0.64200 0.60571
H -0.51424 1.26189 -1.49416
H -1.59646 0.04758 0.16670
H -1.29439 -0.24579 2.51051
H 0.23365 -0.52401 3.01391
H 0.09686 2.21168 0.72563
H 1.33503 2.58164 -0.48477
H 1.61118 1.30570 0.71513
H -1.36546 -1.16376 -2.00464
H -1.56935 -2.31350 -0.66424
H 0.02772 -2.04753 -1.36966
*
```

For the lowest unoccupied orbital energy, the calculation gives 1.0 eV. The calculation puts the HOMO-LUMO gap at 9.33 eV.

***

Question: which arrangement is favored energetically? Ranking from most to least stable: <P>, <Q>.

***

<P>
C4H6NO4 as an isolated structure, computed with ωB97M-V/def2-TZVPD.

The geometry in ORCA input format:
```
! wB97M-V def2-TZVPD RIJCOSX def2/J DEFGRID3
* xyz 1 1
C 0.48440 0.62410 0.08302
C -1.46684 -0.74822 0.00703
C 1.11930 2.02947 -0.03923
C -0.69329 -1.99687 -0.05571
N -3.68493 0.68019 0.10742
O 1.19996 -0.29232 0.30966
O -2.71334 -0.76309 -0.00433
O -4.77668 0.39921 0.01033
O -0.89424 0.45447 -0.07798
H 0.32824 2.75824 -0.17171
H 1.84345 2.03382 -0.88147
H 1.45029 2.26746 1.00419
H -0.06985 -2.24469 0.83584
H -0.16739 -2.12337 -0.91459
H -1.31620 -2.78237 0.07586
*
```

For the lowest unoccupied orbital energy, the calculation gives -6.8 eV. The calculation puts the HOMO-LUMO gap at 8.23 eV.

***

<Q>
An isolated ion of composition C4H6NO4 and charge +1, computed with ωB97M-V/def2-TZVPD.

The geometry in ORCA input format:
```
! wB97M-V def2-TZVPD RIJCOSX def2/J DEFGRID3
* xyz 1 1
C 1.12871 0.64461 -1.46705
C -1.00257 -0.36311 0.77638
C 1.21113 0.72027 -0.00490
C 0.51744 -0.54077 0.58852
N -1.65647 -0.04798 -0.51599
O 1.46080 0.59416 -2.52946
O -1.69147 -0.44670 1.76411
O -0.82584 0.60608 -1.50291
O -2.87279 0.43775 -0.43819
H 2.29716 0.76750 0.31748
H 0.51400 1.44996 0.36114
H 0.92856 -0.62673 1.68649
H 0.69943 -1.49068 0.05460
H -1.47922 0.61684 -2.29906
H -2.97036 0.53570 0.49603
*
```

For the lowest unoccupied orbital energy, the calculation gives -4.8 eV. The calculation puts the HOMO-LUMO gap at 9.01 eV.

***

Question: which arrangement is favored energetically? Ranking from most to least stable: <P>, <Q>.

***

<P>
C3H5NOS as an isolated structure, computed with ωB97M-V/def2-TZVPD.

The geometry in ORCA input format:
```
! wB97M-V def2-TZVPD RIJCOSX def2/J DEFGRID3
* xyz 0 1
C -0.03095 -0.84984 -0.37774
C 1.92674 -0.26972 -0.76521
C -0.18490 0.82893 1.37281
N -0.57234 -0.00827 0.39223
O 2.45576 0.66050 -0.33501
S -2.76537 -0.08184 0.13651
H -0.32207 -1.56370 -1.16596
H 2.29862 -1.04317 -1.45159
H -0.81608 1.68647 1.52889
H 0.75201 0.83773 1.90633
H -2.74141 -0.19709 -1.24126
*
```

For the lowest unoccupied orbital energy (alpha / beta), the calculation gives -1.0 / -0.5 eV. The calculation puts the HOMO-LUMO gap (alpha / beta) at 6.50 / 7.41 eV.

***

<Q>
One molecule with the formula C3H5NOS, computed with ωB97M-V/def2-TZVPD.

The geometry in ORCA input format:
```
! wB97M-V def2-TZVPD RIJCOSX def2/J DEFGRID3
* xyz 0 1
C 0.66546 -0.56373 0.09179
C -0.55702 0.28074 0.09565
C -1.61664 -0.15310 1.12473
H 2.84071 0.33505 -2.27085
H 0.64201 -1.45409 0.77828
H -0.97276 0.46930 -0.89979
H -0.34115 1.28228 0.49785
H -2.56031 0.41828 1.09859
N 1.61765 -0.39969 -0.65699
O -1.48063 -1.06211 1.89599
S 1.76268 0.84707 -1.75526
*
```

For the lowest unoccupied orbital energy, the calculation gives 0.8 eV. The calculation puts the HOMO-LUMO gap at 10.10 eV.

***

<R>
One molecule with the formula C3H5NOS, computed with ωB97M-V/def2-TZVPD.

The geometry in ORCA input format:
```
! wB97M-V def2-TZVPD RIJCOSX def2/J DEFGRID3
* xyz 0 1
C 1.44094 0.65294 0.19095
C 0.64579 -1.41958 -1.26566
C -0.77541 0.33063 -0.52769
N 0.23642 0.68073 0.40376
O -0.47774 -0.80702 -1.35977
S -0.69413 0.98249 2.22005
H 2.18776 0.83667 0.93751
H 0.59808 -2.23641 -2.01357
H -1.69708 0.08563 0.01249
H -0.97323 1.16402 -1.21336
H -0.49140 -0.27009 2.61530
*
```

For the lowest unoccupied orbital energy (alpha / beta), the calculation gives -0.1 / -0.1 eV. The calculation puts the HOMO-LUMO gap (alpha / beta) at 7.44 / 7.45 eV.

***

Question: which arrangement is favored energetically? Ranking from most to least stable: <Q>, <P>, <R>.